Model one:
Density functional theory data (wB97M-V/def2-TZVPD) for a 2-piece molecular cluster, C5H12N4 overall.

Cartesian coordinates (Å):
N 3.01943 -0.10342 -1.04158
C 4.11064 0.01535 -0.13219
N 2.19129 0.61117 -0.39422
H -1.72653 1.13322 -1.23620
H -3.14646 0.62653 -0.51514
H -0.80539 -3.61112 0.51145
H -1.10701 0.03019 0.94586
C -1.70793 -0.91352 -0.88260
C -1.34115 -0.96309 0.56060
H 2.93208 0.57723 1.68386
C -2.41216 0.30117 -1.22416
H 5.04567 0.50743 -0.42832
H 3.29624 1.95690 0.78394
N -0.09761 -1.76641 0.47553
N 0.01033 -2.93222 0.38113
H -2.30341 -1.76910 -1.05040
H -0.86949 -1.12983 -1.46810
H 4.42011 -0.88470 0.34729
C 3.16285 0.91665 0.71093
H -2.15049 -1.49130 1.13037
H -2.69882 0.21774 -2.24670

Results
* SMILES string: [H]/N=N\CCC.C1CN=N1
* orbital gap: 9.175 eV
* total charge: 0
* HOMO energy: -8.04 eV
* E_LUMO: 1.13 eV

---

Model two:
Density functional theory data (wB97M-V/def2-TZVPD) for one molecule with the formula C5H12N4.

Cartesian coordinates (Å):
H 1.73193 1.50681 2.01685
H 2.96440 -0.73587 -0.33957
N 0.87488 1.92680 1.62365
H -1.92198 1.45725 1.77897
N -0.15714 -1.81242 0.54478
H 0.00005 -2.80801 0.36766
H 0.17935 -1.65913 1.49960
C 0.51710 1.23489 0.59860
N 2.60327 0.13743 0.05900
C -2.05102 1.00585 0.79217
C -0.94055 1.39326 -0.15519
H -3.01731 1.33604 0.39681
H -0.97458 2.46686 -0.35899
H -0.61644 -1.03938 -2.08902
H -1.06837 0.93345 -1.13551
C 0.41080 -1.28167 -1.80089
H 1.08965 -0.67144 -2.40208
H 0.58953 -2.33843 -2.02687
H -2.11454 -0.07760 0.92395
C 1.31211 0.06465 0.08129
N 0.58885 -1.03934 -0.37522

Results
* SMILES string: [H]/N=C(CC)\C(=N\[H])N(C)N
* orbital gap: 8.382 eV
* total charge: 0
* HOMO energy: -7.89 eV
* E_LUMO: 0.49 eV

---

Tell me which of them is the most stable. Sure, it is model two.